C13H35InN3O4 | wB97M-V/def2-TZVPD

Summary:
Frontier orbital gap ... 6.80 eV
LUMO level ... 2.31 eV
Total energy ... -1171.51688 a.u.

The geometry in ORCA input format:
```
! wB97M-V def2-TZVPD RIJCOSX def2/J DEFGRID3
* xyz -1 1
In -4.4292 2.6441 1.0336
O 0.3268 -1.5498 0.9940
O 2.6009 -3.3833 1.2898
O 3.8878 1.2342 -0.4113
O 5.2084 3.5804 -1.5961
N -6.1206 -1.2028 0.0141
N -5.4651 -2.5521 1.7455
N -3.7667 -1.3103 0.7406
C -5.1275 -1.7279 0.8690
C -3.1815 2.2362 -0.7892
C -2.5425 -0.2138 -1.0986
C 5.4195 2.8243 -2.7741
C 1.8599 -4.3465 0.5645
C -3.2134 -1.4715 -0.6049
C -0.2904 -2.1673 2.1089
C 3.8601 3.5508 -1.1449
C 1.6618 -1.1402 1.2335
C 3.6675 2.5782 -0.0031
C 2.6555 -2.1174 0.6440
C 5.1658 0.7451 -0.0491
C -3.5755 0.8789 -1.3974
H -5.8327 -1.2051 -0.9530
H 0.3542 -2.9132 2.5821
H -1.2007 -2.6529 1.7592
H 5.3421 -0.1736 -0.6077
H 2.4897 -2.2239 -0.4321
H -6.0655 1.9368 0.7449
H -4.6326 -2.7962 2.2773
H 1.6618 -5.1843 1.2320
H -6.4000 -0.2710 0.2992
H -1.8551 0.1043 -0.3334
H 1.8405 -1.0092 2.3057
H 2.4372 -4.7086 -0.2944
H -1.9805 -0.4054 -1.9993
H 2.6323 2.6463 0.3440
H -3.6613 1.7271 2.3819
H 6.4945 2.6999 -2.8999
H 3.6670 -1.7245 0.7901
H 3.1828 3.3075 -1.9682
H 5.0216 3.3538 -3.6468
H -3.3135 3.0132 -1.5297
H 0.9063 -3.9441 0.2160
H -3.9395 -1.7913 -1.3462
H -3.7863 0.9423 -2.4574
H -4.5371 4.3971 1.4020
H 4.3229 2.8372 0.8338
H -3.6163 -0.3760 1.1141
H 1.7961 -0.1698 0.7464
H 5.9575 1.4593 -0.2866
H -2.1397 2.2272 -0.5154
H 5.1942 0.5134 1.0221
H -2.4506 -2.2437 -0.5758
H -4.4924 0.5525 -0.9192
H 4.9575 1.8367 -2.7095
H 3.6130 4.5569 -0.7932
H -0.5689 -1.4082 2.8479
*
```

C13H35N6O2 | wB97M-V/def2-TZVPD

Summary:
Frontier orbital gap ... 8.59 eV
LUMO level ... -2.82 eV
Total energy ... -995.09045 a.u.

The geometry in ORCA input format:
```
! wB97M-V def2-TZVPD RIJCOSX def2/J DEFGRID3
* xyz 1 1
O -0.5310 -3.2679 -5.2217
O 0.0626 2.8564 3.9170
N 1.2422 -2.9713 -3.0094
N -0.4670 0.6027 -1.1351
N -1.7725 0.8040 0.8078
N 1.4627 5.1327 5.0620
N 1.1589 -1.4079 -0.0722
N 0.3544 1.7403 0.7213
C -1.3705 -1.5004 -0.1695
C 2.6561 -3.4164 -4.9480
C -0.4341 4.1790 3.7449
C 0.0202 5.1794 4.8163
C 0.2708 -4.3598 -4.8148
C -0.7148 5.0315 6.1441
C -0.6763 2.0515 4.8254
C -2.0595 -0.6530 0.9220
C 1.5420 -3.9558 -4.0591
C -0.0552 -2.1808 0.2582
C -1.2336 -0.6354 -1.4185
C -0.1714 -2.6739 -6.4595
C -0.5931 1.0654 0.1187
H -2.0652 -2.3004 -0.4228
H 3.5936 -3.3776 -4.3946
H -1.7447 2.2756 4.7777
H -0.7729 -1.1771 -2.2365
H -0.5224 1.0093 4.5438
H -1.7914 4.9312 5.9934
H -1.0673 -2.2134 -6.8727
H -0.3215 2.1771 5.8488
H -3.1334 -0.7622 0.7977
H 0.5843 -1.8954 -6.3304
H 1.1631 2.0451 0.2086
H 0.1952 -3.4212 -7.1674
H -0.0821 -2.3350 1.3341
H 0.5073 -5.0040 -5.6692
H -0.3575 -4.9431 -4.1360
H 1.6087 -1.7942 -0.8946
H 1.9205 -4.8571 -3.5700
H -0.5418 5.9093 6.7637
H 1.9675 5.3486 4.2073
H -0.0401 4.5140 2.7806
H -0.3649 4.1669 6.7081
H 0.7349 -2.2132 -3.4602
H -2.5462 1.2748 0.3630
H -1.8178 -1.0197 1.9151
H 1.8259 -1.5059 0.6781
H -2.2260 -0.3565 -1.7711
H 1.7205 4.1752 5.2826
H -0.0005 -3.1680 -0.1979
H -0.2120 6.1728 4.4225
H -1.5277 4.1590 3.6591
H 0.3093 1.8920 1.7199
H 2.8055 -4.0547 -5.8193
H 2.4447 -2.4058 -5.2980
H 0.5000 0.5173 -1.4210
H 0.5639 -3.3839 -2.3726
*
```

C13H36Ag3N3O4 | wB97M-V/def2-TZVPD

Summary:
Frontier orbital gap ... 2.63 eV
LUMO level ... -9.09 eV
Total energy ... -1421.98637 a.u.

The geometry in ORCA input format:
```
! wB97M-V def2-TZVPD RIJCOSX def2/J DEFGRID3
* xyz 2 1
Ag -0.7045 5.2247 -2.2871
Ag 4.0286 8.0908 0.9045
Ag 4.0816 5.0174 -4.6142
O -3.6386 2.7831 -1.1352
O 3.0012 3.8298 -0.0462
O -1.7398 0.3508 7.0334
O 1.7801 -3.1221 -4.6922
N 3.4335 -0.5357 -4.5082
N -1.4952 -2.5225 6.4961
N -1.9933 1.2539 -3.3510
C -2.4703 1.5271 6.9194
C 3.2017 -3.1350 -4.4175
C -4.2334 2.6476 0.0802
C -0.5885 -1.4623 6.0695
C -2.5604 -0.0158 -1.2727
C -4.0626 1.8773 -2.1791
C -3.0265 0.7282 -2.5299
C -1.3407 -0.1660 5.8116
C 2.8146 3.1365 1.1908
C 5.3240 -1.9234 -4.0345
C 3.9974 -1.8505 -4.7618
C 0.2756 -2.1174 4.9321
C 1.2968 -4.4520 -4.4272
H 0.8252 -1.3308 4.4152
H 3.3478 -3.3326 -3.3556
H 0.0425 -1.2870 6.9408
H 2.6870 3.8985 1.9597
H -1.9767 -1.9500 7.1747
H -1.9747 2.2932 6.3231
H -1.8139 -0.7731 -1.5121
H 3.1017 -0.4857 -3.5555
H -1.3929 0.4419 -3.3665
H 1.0414 -2.8302 5.2382
H -4.2335 3.5210 0.7322
H 5.2319 -1.8286 -2.9525
H 3.5527 2.3793 1.4551
H -0.7485 0.6012 5.3127
H -5.3032 2.5289 -0.0918
H 0.2660 -4.4093 -4.7789
H -0.3689 -2.6026 4.1990
H -2.1802 -2.7546 5.7911
H -3.3159 -0.5363 -0.6842
H -4.2905 2.4463 -3.0804
H 5.9408 -1.0807 -4.3466
H -3.5319 -0.0503 -3.1014
H -5.0105 1.4189 -1.8971
H -2.4086 1.3928 -4.2611
H -2.6183 2.0047 7.8879
H 3.6987 -4.0391 -4.7692
H 1.8006 -5.1676 -5.0770
H 2.6573 -0.5996 -5.1512
H 1.1899 -4.7895 -3.3963
H -2.1865 -0.2157 5.1259
H 1.7807 2.7961 1.2485
H 5.9306 -2.8005 -4.2600
H -3.4259 1.3218 6.4369
H -3.7204 1.8191 0.5687
H 4.1618 -1.8076 -5.8385
H -2.1370 0.6432 -0.5146
*
```

C13H36BNO7PS | wB97M-V/def2-TZVPD

Summary:
Relative energy (zero: lowest compared OMol25 entry of this formula, charge and spin) ... 595.3 kJ/mol
Frontier orbital gap ... 8.38 eV
LUMO level ... -3.86 eV
Total energy ... -1862.42707 a.u.

The geometry in ORCA input format:
```
! wB97M-V def2-TZVPD RIJCOSX def2/J DEFGRID3
* xyz 1 1
S 0.5361 2.1843 -0.6923
P 1.1589 0.7601 2.4945
O -5.4272 -1.4711 2.0550
O 3.1417 1.2103 -4.1750
O 2.4053 0.3582 1.3469
O 1.1771 -0.8511 -2.6655
O 1.8898 0.8105 3.9316
O 0.2338 -1.5210 -0.3905
O 0.0662 -0.5912 2.5666
N 0.6989 3.5008 -1.8418
C -0.5597 0.8883 -1.5489
C 3.6456 1.1154 1.5741
C 4.3095 -0.7964 -3.5518
C 4.0019 0.1872 -4.6696
C -7.6848 -2.2659 2.2799
C 4.7252 0.2499 2.5108
C -6.0905 -3.2921 0.6327
C -0.4250 2.6956 0.8315
C -6.2387 -2.6415 1.9988
C -2.2293 -1.5928 2.6691
C 5.2719 0.8181 -5.2178
C 0.3449 2.4653 2.2575
C -1.3445 -0.1865 2.4755
B 0.2717 -0.5324 -1.5083
H -2.5842 -1.7330 3.7757
H 3.4802 2.2091 1.9564
H 4.9571 -1.6050 -3.9045
H -0.4715 2.5817 3.1208
H 5.7777 0.1423 2.0097
H 1.1081 3.3514 2.4391
H 5.9484 0.0580 -5.6205
H -1.6701 0.6152 3.2640
H -1.4815 -2.4690 2.3858
H -0.5952 3.8732 0.7338
H -6.6908 -4.2046 0.5627
H 4.8032 -0.2938 -2.7124
H -6.4020 -2.6068 -0.1637
H -5.0428 -3.5459 0.4388
H -7.7743 -1.7876 3.2611
H 1.0531 3.1508 -2.7776
H -3.0945 -1.6422 1.8694
H 4.1870 1.2158 0.5171
H -5.8790 -3.3271 2.7739
H 3.4688 -0.3276 -5.4764
H 1.3333 4.2621 -1.4848
H -1.5336 0.1322 1.3531
H -1.5270 2.2379 0.7940
H 3.6068 1.6727 -3.4583
H -8.3328 -3.1475 2.2594
H -1.5825 0.8389 -0.9454
H -5.7392 -0.8567 1.3702
H -0.7493 1.2099 -2.6704
H 1.1948 -1.7300 -0.1180
H 1.2441 0.0488 -3.1391
H 3.3854 -1.2334 -3.1586
H 4.7487 0.8262 3.5497
H -8.0528 -1.5441 1.5420
H 4.1935 -0.7843 2.7406
H 5.7997 1.3780 -4.4375
H 5.0343 1.5328 -6.0130
*
```

C13H36F3N3O6S | wB97M-V/def2-TZVPD

Summary:
Relative energy (zero: lowest compared OMol25 entry of this formula, charge and spin) ... 74.9 kJ/mol
Frontier orbital gap ... 10.24 eV
LUMO level ... -4.51 eV
Total energy ... -1829.87680 a.u.

The geometry in ORCA input format:
```
! wB97M-V def2-TZVPD RIJCOSX def2/J DEFGRID3
* xyz 2 1
S 0.5174 0.9354 1.1117
F -0.8619 -1.2577 0.6755
F -1.4549 0.4217 -0.5573
F -1.9878 0.3868 1.5542
O 0.2884 2.2622 0.6226
O 3.6681 -2.6941 4.9291
O 1.5350 1.2018 -2.4020
O 0.6415 0.7911 2.5422
O -4.7079 1.2169 -3.1982
O 1.5445 0.1752 0.3789
N 2.8478 -0.8627 3.1207
N -6.4492 2.0738 -1.3095
N 2.4646 -1.1838 -1.8555
C 3.1133 -0.4053 -2.9698
C -4.7182 1.9604 0.5012
C 2.0961 0.5629 -3.5190
C -4.2707 2.3912 -3.9047
C 0.5753 2.2072 -2.6875
C 1.8819 -1.9051 3.6308
C 2.3259 -2.2705 5.0335
C -4.9424 2.1644 -0.9622
C 1.8328 -3.0583 2.6507
C 3.6836 -1.3920 -3.9889
C -1.0463 0.0720 0.6685
C -4.2800 1.1617 -1.8746
C 4.3935 -2.6738 6.1771
H -3.2154 2.5770 -3.6918
H 0.1273 2.4625 -1.7292
H -3.1993 1.1312 -1.7038
H 3.6368 -1.3994 2.7493
H 1.3108 0.0222 -4.0711
H 3.1809 -1.7440 -1.3860
H 2.9008 -2.0297 -4.4051
H 2.0228 -0.6358 -1.0835
H 3.9562 0.1229 -2.5247
H -6.4844 1.5572 -2.2044
H -3.6484 2.0141 0.7075
H 0.9289 -3.6151 2.9155
H 1.8300 -1.8826 -2.2456
H 4.9558 -1.7456 6.2421
H -4.7188 3.1958 -1.2382
H 0.8828 -1.4769 3.6972
H 3.2608 -0.3031 3.8656
H 2.6931 -3.7212 2.7016
H 1.0523 3.0746 -3.1433
H -4.5647 0.1527 -1.5384
H 1.7061 -3.1066 5.3770
H 3.6975 -2.8606 6.9932
H 1.6091 -2.7351 1.6316
H -5.0574 0.9772 0.8334
H -4.8448 3.2742 -3.6088
H 4.4150 -2.0387 -3.5050
H 2.4620 -0.3341 2.3317
H -6.9514 1.4868 -0.6423
H 5.0885 -3.5109 6.1631
H 4.1469 -0.8013 -4.7749
H 2.1934 -1.4169 5.7071
H -5.1621 2.7448 1.1122
H 2.5955 1.2700 -4.1896
H -6.8647 2.9935 -1.4273
H -4.4047 2.2173 -4.9662
H -0.2283 1.8023 -3.3164
*
```

C13H37AgO7 | wB97M-V/def2-TZVPD

Summary:
Frontier orbital gap (alpha / beta) ... 6.67 / 5.95 eV
<S²> ... 0.76
LUMO level (alpha / beta) ... 2.55 / 2.36 eV
Total energy ... -1190.98586 a.u.

The geometry in ORCA input format:
```
! wB97M-V def2-TZVPD RIJCOSX def2/J DEFGRID3
* xyz -1 2
Ag 13.2846 -40.0977 7.1883
O 13.6779 -38.9588 4.8769
O 11.3609 -41.0925 6.7026
O 13.0389 -41.3076 9.0572
O 14.2783 -42.1257 5.8181
O 10.5769 -39.3973 9.4212
O 12.6142 -38.0182 8.0413
O 15.4810 -39.4508 7.6052
C 13.0463 -36.0419 9.2834
C 14.3486 -39.5827 3.7890
C 9.7740 -41.9349 5.1090
C 13.9738 -40.0180 10.8703
C 10.8438 -40.8938 5.4586
C 12.6758 -36.6751 7.9361
C 16.2971 -38.4277 7.0635
C 13.7733 -42.5489 10.9419
C 13.9611 -41.3176 10.0540
C 10.1333 -38.5566 10.4535
C 10.3182 -39.4453 5.2528
C 15.2703 -42.7531 6.6121
C 11.4101 -36.0261 7.3641
H 12.2558 -36.2446 10.0144
H 14.0770 -43.4575 10.4082
H 15.3973 -39.7436 4.0498
H 14.9709 -41.4443 9.5735
H 10.0715 -37.5002 10.1628
H 9.9597 -42.8528 5.6729
H 9.5537 -39.4237 4.4679
H 9.9300 -39.0741 6.2041
H 11.1357 -38.7782 4.9751
H 15.9058 -37.4470 7.3435
H 14.2835 -38.9543 2.8995
H 15.8724 -39.7782 8.4204
H 11.2583 -36.3654 6.3384
H 13.9869 -36.4416 9.6669
H 11.2515 -38.8783 8.9165
H 16.2390 -42.8190 6.0997
H 14.4940 -42.5142 11.7720
H 16.2798 -38.4837 5.9716
H 10.7939 -38.6151 11.3381
H 13.1649 -40.0189 11.6018
H 9.7818 -42.2077 4.0501
H 17.3543 -38.5301 7.3247
H 14.9053 -39.9828 11.4557
H 9.1522 -38.9092 10.7902
H 11.6477 -40.9647 4.6780
H 13.8540 -40.5356 3.6130
H 14.3479 -42.5078 4.9393
H 13.9386 -39.1835 10.1697
H 8.7688 -41.5968 5.3777
H 10.5317 -36.2412 7.9813
H 13.5021 -36.3787 7.2294
H 15.3859 -42.1696 7.5215
H 13.1603 -34.9463 9.2392
H 12.7471 -42.6811 11.2786
H 11.5092 -34.9317 7.3723
H 14.9750 -43.7709 6.8894
H 13.4951 -38.0420 4.6613
*
```

C13H38AlN7O15P | wB97M-V/def2-TZVPD

Summary:
Frontier orbital gap ... 5.04 eV
LUMO level ... 1.41 eV
Total energy ... -2613.15391 a.u.

The geometry in ORCA input format:
```
! wB97M-V def2-TZVPD RIJCOSX def2/J DEFGRID3
* xyz -1 1
P -1.8623 -1.5142 0.3144
Al -2.9320 -0.5452 2.2066
O 1.6066 3.2025 -4.4757
O -1.3395 3.6822 -1.5136
O -4.9793 1.9387 2.3049
O 6.4148 -5.1388 1.2043
O -4.9977 3.8945 -2.0362
O 2.8776 -5.6652 -0.9933
O 2.0615 0.4817 1.3057
O 2.6991 0.7136 3.3606
O -4.5479 1.7908 -2.0362
O 1.4732 -4.1043 -1.4804
O 4.0913 -1.3922 -1.1848
O 6.1731 -5.9836 -0.7639
O -0.7518 3.6752 0.5476
O 2.6219 4.6041 -3.1963
O 3.5319 0.5393 -1.9345
N 3.3931 -0.6644 -1.8674
N -4.5924 2.8781 -1.4997
N 2.8643 0.3683 2.2125
N 1.7523 -5.2379 -1.1507
N 6.2923 -5.0484 -0.0003
N 2.6079 3.6877 -3.9904
N -0.5222 3.5074 -0.6309
C -5.8836 2.9151 4.3319
C -4.9463 -0.5219 1.8397
C 3.8977 3.0761 -4.4059
C 6.3000 -3.6865 -0.6039
C -5.7441 0.7709 2.0039
C -1.3687 0.0067 -0.6208
C 2.2843 -1.2749 -2.6476
C 4.1517 -0.2894 1.8551
C -4.1325 2.9966 -0.0906
C 0.8346 3.0262 -1.0003
C -0.1520 -2.0128 0.8324
C 0.5999 -6.1485 -0.9056
C -4.7510 2.1532 3.6743
H -0.5777 0.5064 -0.0587
H -4.9741 3.3612 0.4906
H -5.1762 -0.9243 0.8515
H -6.2591 1.0198 1.0746
H -3.8302 2.7307 3.7533
H -6.5293 0.6422 2.7576
H 0.3444 -2.4213 -0.0460
H 2.4574 -1.0318 -3.6920
H 6.4219 -2.9609 0.1903
H -0.0025 -5.6922 -0.1252
H -5.9985 3.8881 3.8569
H -2.6635 -1.4850 3.5175
H -5.6492 3.0889 5.3838
H 4.9596 0.4099 2.0474
H 0.9678 2.0691 -0.5021
H -4.5629 1.2084 4.1964
H -0.9797 -0.2692 -1.6031
H -0.1973 -2.7406 1.6381
H 3.8416 2.0319 -4.1131
H 0.4177 -1.1327 1.1403
H 1.5535 3.7540 -0.6394
H -6.8271 2.3743 4.2857
H 4.7100 3.5899 -3.9070
H 7.1293 -3.6564 -1.3038
H 4.2560 -1.1733 2.4781
H 1.3632 -0.8164 -2.2960
H -3.8082 2.0244 0.2627
H 5.3566 -3.5486 -1.1222
H 0.9883 -7.1151 -0.6104
H 2.2846 -2.3409 -2.4638
H 0.0316 -6.2008 -1.8287
H 0.8601 2.9293 -2.0780
H 3.9585 3.1709 -5.4854
H -5.3423 -1.2597 2.5426
H 4.0682 -0.5548 0.8113
H -3.3191 3.7126 -0.0827
H -2.2179 0.6744 -0.7389
H -2.2762 0.9255 2.4214
*
```

C13H38F3InO7PS5 | wB97M-V/def2-TZVPD

Summary:
Frontier orbital gap ... 5.51 eV
LUMO level ... 1.79 eV
Total energy ... -3866.62989 a.u.

The geometry in ORCA input format:
```
! wB97M-V def2-TZVPD RIJCOSX def2/J DEFGRID3
* xyz -1 1
In 1.0517 2.3071 1.8779
S -4.2474 1.2020 -1.3585
S -9.3918 -0.3046 -0.2194
S 6.0735 1.4846 -1.7600
S 6.8360 -5.5340 1.0090
S 3.2029 -2.2343 3.2733
P -1.3516 3.1028 2.2921
F -1.3763 3.2400 -2.1222
F 0.2091 2.6163 -3.4602
F -0.4434 1.3034 -1.8772
O 1.7557 4.0237 -2.0299
O -3.3349 1.3634 -0.2030
O 1.8749 -1.8866 2.7288
O -8.4531 0.6543 -0.8539
O 5.3005 1.4578 -0.5008
O -1.5983 3.2427 3.7884
O 5.8723 -5.7599 2.1164
C 3.1138 -1.9775 5.0516
C -10.9787 0.5304 -0.0974
C 0.8459 3.2554 -1.2078
C 4.9574 0.8977 -3.0442
C -0.1781 2.5906 -2.1596
C 6.0834 3.1979 -2.3107
C -5.4747 2.5102 -1.2347
C 1.5872 2.2712 -0.3101
C 6.6516 -3.8150 0.5198
C -5.3784 -0.1314 -0.9463
C 6.0914 -6.2339 -0.4700
C 3.3245 -4.0280 3.3414
C -9.8855 -1.4651 -1.5002
H 1.6346 4.9511 -1.8010
H 6.5239 3.2607 -3.3065
H 4.2503 -4.3161 3.8387
H 4.0361 -2.3258 5.5180
H 2.1206 3.4771 2.6640
H 2.4587 -4.4428 3.8593
H -4.9589 3.4518 -1.4127
H -10.2302 -0.9126 -2.3742
H -10.8677 1.3348 0.6264
H 5.5984 -3.6006 0.3393
H 2.9921 -0.9085 5.2139
H 1.1481 0.7063 2.5294
H 1.5551 1.2495 -0.7000
H 5.0599 3.5741 -2.3104
H 4.0229 1.4564 -2.9837
H 2.6430 2.5718 -0.3398
H 4.7677 -0.1565 -2.8530
H -1.6572 4.3622 1.6822
H 0.2665 3.9723 -0.6127
H -6.1528 -0.1996 -1.7086
H -5.8260 0.0666 0.0262
H -6.2497 2.3546 -1.9855
H 7.0149 -3.1989 1.3393
H 6.7009 -5.9804 -1.3374
H -11.2460 0.9404 -1.0711
H -2.3225 2.2332 1.7577
H -4.7984 -1.0524 -0.9112
H 5.0796 -5.8446 -0.5808
H -5.9072 2.5022 -0.2350
H 6.0622 -7.3139 -0.3428
H 2.2502 -2.5118 5.4478
H 6.6861 3.7634 -1.6030
H 7.2453 -3.6260 -0.3747
H 3.3503 -4.3901 2.3166
H -10.6713 -2.1161 -1.1170
H 5.4256 1.0199 -4.0218
H -9.0103 -2.0581 -1.7570
H -11.7344 -0.1750 0.2484
*
```

What is the formula in the fifth record? C13H36F3N3O6S

Which formula does entry 3 have? C13H36Ag3N3O4